This record from the OMol25 dataset describes a molecular structure, C15H18N2O2S in a non-equilibrium geometry. The level of theory is the ωB97M-V functional and the def2-TZVPD basis.

Positions of all 38 atoms, in Å:
C  3.186  -2.934  0.972
C  2.626  -1.840  0.346
C  3.567  -0.844  -0.344
O  4.146  -1.172  -1.341
O  3.823  0.439  0.165
C  2.676  1.297  -0.048
C  1.759  1.212  1.206
C  0.879  2.494  1.426
C  -0.650  2.225  1.450
C  -1.272  2.270  0.026
C  -0.930  1.053  -0.876
C  -1.894  -0.140  -0.725
C  -2.822  -0.246  0.267
C  -3.708  -1.416  0.316
C  -3.657  -2.401  -0.616
C  -2.693  -2.301  -1.677
N  -2.487  -3.130  -2.715
S  -1.275  -2.517  -3.584
N  -0.916  -1.146  -2.760
C  -1.786  -1.169  -1.747
H  3.772  -2.816  1.897
H  3.070  -3.917  0.492
H  1.548  -1.621  0.320
H  2.186  0.957  -0.979
H  2.975  2.347  -0.190
H  2.421  1.082  2.076
H  1.097  0.326  1.178
H  1.159  2.897  2.418
H  1.143  3.289  0.701
H  -0.925  1.283  1.952
H  -1.100  3.070  2.009
H  -0.895  3.173  -0.490
H  -2.374  2.346  0.068
H  0.104  0.690  -0.785
H  -1.060  1.388  -1.925
H  -2.925  0.534  1.024
H  -4.450  -1.484  1.118
H  -4.318  -3.274  -0.626

Cartesian forces, eV/Å:
C -0.52 0.30 -0.37
C 0.87 0.47 0.31
C 0.88 1.44 1.10
O -0.69 -0.33 0.66
O -0.59 -0.38 -0.58
C -0.69 -0.54 0.84
C -0.26 0.57 -0.30
C 0.11 -0.73 0.68
C -0.18 1.09 -0.74
C 0.49 -0.51 -0.05
C -1.11 0.09 -0.29
C 0.98 0.75 -0.21
C -0.41 -1.16 -0.43
C 0.18 0.62 0.14
C 0.07 -0.42 -0.50
C 0.90 0.73 -0.69
N 0.13 0.26 0.35
S 0.05 0.26 0.10
N -0.99 -1.28 0.02
C -0.80 0.43 1.57
H 1.41 -0.01 -1.49
H -1.45 -0.12 1.55
H 0.25 -1.05 -1.74
H -0.01 0.38 0.34
H 0.42 -0.55 0.06
H -0.13 0.01 -0.37
H 0.37 0.34 -0.05
H -0.13 -0.08 -0.45
H -0.30 -0.40 0.18
H 0.35 0.32 -0.03
H 0.05 -0.55 -0.08
H -0.23 -0.27 0.31
H 0.46 0.14 0.03
H -0.34 0.24 0.02
H 0.30 -0.24 0.40
H 0.02 -0.35 -0.24
H 0.31 0.07 -0.26
H 0.21 0.44 0.20

Computed properties:
Charge   0
Energy   -33753.2490 eV
HOMO energy   -0.3091 Eh
Lowest unoccupied orbital energy   -0.565 eV
Relative energy (zero: lowest compared OMol25 entry of this formula, charge and spin)   5.5854 eV
Orbital gap   0.28836 hartree
M   290.39 g/mol

Mulliken atomic charge list, values in e, 5 entries: number 1, C, carries -0.705; number 2, C, carries -0.139; number 3, C, carries 0.614; number 4, O, carries -0.459; number 5, O, carries -0.387